19
Properties=species:S:1:pos:R:3:nbo_charge:R:1 method="wB97M-V/def2-TZVPD" total_energy_ha=-1130.2663 e_homo_ev=-8.99 molar_mass_g_mol=206.18 lumo_energy_ev=0.68 gap_ev=9.675
C -0.83732 1.38550 0.01726 -0.407
C -1.44110 0.59467 -0.83490 0.266
F -2.34091 -0.24380 -0.26455 -0.325
C -1.37830 0.37840 -2.29331 0.932
F -0.83078 1.44824 -2.92469 -0.319
F -0.64140 -0.69494 -2.68633 -0.304
F -2.64159 0.29702 -2.76330 -0.306
H -1.02688 1.43338 1.08008 0.232
H -0.03859 2.12771 -0.29783 0.228
C 1.58776 0.48442 1.95171 -0.629
C 0.77425 -0.76892 1.70039 -0.293
C 0.69061 -1.19241 0.46014 0.232
F 1.37495 -0.58396 -0.55978 -0.363
S 0.10005 -2.73996 -0.14678 0.009
H 1.04501 1.24719 2.64073 0.210
H 2.46580 0.10557 2.30630 0.226
H 1.70252 1.08733 1.10174 0.226
H 0.23209 -1.42648 2.40971 0.241
H 1.20384 -2.93896 -0.89660 0.143



34
Properties=species:S:1:pos:R:3:nbo_charge:R:1 method="wB97M-V/def2-TZVPD" total_energy_ha=-2785.0185 e_homo_ev=-7.04 molar_mass_g_mol=480.54 lumo_energy_ev=2.69 gap_ev=9.736 total_charge=-1
Mg 13.40750 -13.65175 -19.62778 1.829
C 16.04688 -10.69913 -19.26987 0.724
F 16.02646 -11.42110 -18.16962 -0.293
F 15.28574 -9.60249 -19.07821 -0.314
F 17.29801 -10.32826 -19.52011 -0.319
S 15.49602 -11.78210 -20.68247 2.248
O 15.82745 -11.16915 -21.92245 -0.923
O 16.12248 -13.01135 -20.38337 -0.943
N 13.89295 -11.93407 -20.41327 -1.342
S 13.03444 -10.76159 -21.15077 2.231
O 11.75042 -10.73836 -20.56294 -0.908
O 13.73000 -9.51274 -21.31721 -0.916
C 12.73270 -11.42236 -22.88720 0.726
F 11.43026 -11.58560 -23.08006 -0.306
F 13.17693 -10.56238 -23.79330 -0.311
F 13.33629 -12.60456 -23.09007 -0.322
F 14.58370 -14.16010 -18.28254 -0.939
F 11.62400 -14.05595 -20.02016 -0.940
C 12.90779 -9.36333 -15.70511 -0.126
C 12.17963 -8.92672 -16.99244 0.440
O 11.75174 -10.14836 -17.50688 -0.488
C 12.47665 -11.18508 -16.95093 0.974
O 12.45768 -12.27720 -17.32096 -0.521
O 13.26379 -10.70772 -15.95820 -0.483
F 13.00387 -8.29850 -17.88931 -0.338
H 12.13800 -9.31058 -14.92236 0.177
H 13.78116 -8.78074 -15.44923 0.213
H 11.28403 -8.32886 -16.84461 0.155
C 13.55455 -15.69609 -22.04863 -0.254
O 14.18269 -14.79733 -21.12080 -0.796
H 13.85895 -16.71986 -21.84059 0.166
H 12.48327 -15.57136 -21.91149 0.228
H 13.79064 -15.40076 -23.07381 0.166
H 15.12956 -14.96852 -21.06286 0.508



15
Properties=species:S:1:pos:R:3:nbo_charge:R:1 method="wB97M-V/def2-TZVPD" total_energy_ha=-730.7928 e_homo_ev=-9.04 molar_mass_g_mol=130.19 lumo_energy_ev=0.80 gap_ev=9.844
C -0.53253 -1.40803 1.18528 -0.659
C -0.72489 -0.60675 -0.07423 0.369
C -1.59150 0.66799 0.23572 -0.537
C 0.51008 0.17416 -0.64275 -0.424
C 1.83376 -0.20429 -0.25924 -0.022
C 2.93347 -0.45070 0.09610 -0.213
H -1.48007 -1.92186 1.48587 0.229
H 0.26259 -2.18459 1.04196 0.229
H -0.20991 -0.83313 2.06144 0.233
H -2.14439 0.66240 1.18141 0.223
H -2.27385 0.85762 -0.59226 0.223
H 0.40648 0.18295 -1.72726 0.253
H 3.87334 -0.86979 0.44430 0.245
F -1.25716 -1.41836 -1.02425 -0.350
S -0.10563 1.73984 0.12985 0.201